No. 1
Entry from OMol25: a structure of composition C9H9FeNO6 in a non-equilibrium geometry (ωB97M-V with the def2-TZVPD basis set).

The geometry in XYZ format:
```
26
Properties=species:S:1:pos:R:3:forces:R:3
O 1.766112 -4.418930 -3.804620 -0.742 2.045 1.642
C 1.456537 -3.568568 -3.120247 0.608 -1.689 -1.349
Fe 0.667115 -1.399250 -1.374274 0.487 -1.277 -1.066
O 3.262219 -1.630621 0.232456 -3.878 0.263 -2.488
C 2.298455 -1.574101 -0.395669 7.436 -0.950 4.310
C -0.972261 -1.203294 -2.335488 -7.342 0.750 -4.469
O -1.976265 -1.036761 -2.874805 4.010 -0.627 2.185
C -0.175742 -2.639368 -0.190694 -4.072 -6.558 5.645
O -0.700929 -3.336776 0.560825 2.246 2.737 -3.238
C 1.501736 -0.137210 -2.540574 4.239 6.266 -5.983
O 1.986154 0.670981 -3.203155 -2.064 -3.406 2.827
C -1.090981 2.321977 2.251360 -0.012 0.778 0.229
N -0.414972 1.762313 1.088990 0.197 2.127 0.283
C 0.328329 2.659462 0.208197 0.247 0.737 -0.183
C -0.453764 0.415857 0.794394 -0.717 -1.702 0.593
C -1.206359 -0.566312 1.661420 -0.291 0.569 0.569
O 0.152324 0.041078 -0.211879 -0.464 1.767 1.148
H -0.948577 3.420823 2.327525 0.095 -0.789 -0.349
H -0.682858 1.871706 3.180740 -0.287 -0.125 -0.290
H -2.183371 2.136122 2.181276 0.332 -0.234 0.122
H 1.397069 2.355864 0.173569 -0.485 -0.040 -0.052
H -0.094055 2.616075 -0.819082 0.211 -0.161 0.413
H 0.288087 3.716352 0.545086 -0.175 -0.857 0.041
H -1.988846 -1.068944 1.056874 0.459 0.216 0.265
H -0.494568 -1.303591 2.083505 -0.339 0.348 -0.274
H -1.720591 -0.104885 2.524271 0.304 -0.189 -0.531
```
Forces are in eV/Å.

Strongest force on any atom (eV/Å): 9.6
Multiplicity: 6
Frontier orbital gap (alpha / beta) (eV): 9.21 / 6.79
Expectation value of S²: 8.788
Charge: +3
Energy above the lowest of the compared OMol25 structures with the same formula, charge and spin (kJ/mol): 0.0
E_HOMO (alpha / beta) (eV): -21.43 / -22.70

Here are the Mulliken charges for atoms 1 to 2, given in e: -0.0551 0.2302

No. 2
Entry from OMol25: the ion C9H9IN with charge +1 in a non-equilibrium geometry (ωB97M-V with the def2-TZVPD basis set).

The geometry in XYZ format:
```
20
Properties=species:S:1:pos:R:3:forces:R:3
C -0.417679 -1.659935 -0.301477 -0.637 -1.854 -0.905
C 0.425634 -0.608339 -0.131900 0.215 1.910 0.465
C 1.641692 1.354346 -0.315448 -0.385 -0.293 0.041
C 0.380663 1.652131 0.064255 0.680 1.098 -0.263
C -2.455268 -0.419014 -0.653599 0.150 -0.043 -0.303
C -1.716743 -1.347072 0.261780 0.474 0.461 0.328
C 1.792388 -0.127726 -0.466281 0.337 0.024 0.121
C -1.654844 0.169326 0.509770 -0.899 0.079 0.606
C 2.854418 -0.731596 0.469067 0.530 -0.002 0.008
N -0.322845 0.492569 0.218114 0.268 -1.684 -0.482
I 4.860598 -0.079045 -0.008665 -0.576 -0.132 0.078
H 2.438410 2.052904 -0.487602 0.157 0.153 0.072
H -0.074185 2.611010 0.232570 -0.085 0.104 0.035
H -2.074541 -0.227485 -1.647818 0.137 0.018 -0.058
H -3.531844 -0.401167 -0.585459 -0.091 -0.009 0.115
H -2.264588 -2.048301 0.869087 -0.202 0.036 0.134
H 2.057271 -0.388110 -1.499119 -0.175 -0.013 0.020
H -2.153259 0.763510 1.260979 0.009 0.080 0.021
H 2.851947 -1.816828 0.390756 0.037 0.110 -0.014
H 2.664060 -0.436187 1.498296 0.056 -0.043 -0.020
```
Forces are in eV/Å.

Strongest force on any atom (eV/Å): 2.2
Frontier orbital gap (eV): 6.07
Charge: +1
Energy above the lowest of the compared OMol25 structures with the same formula, charge and spin (kJ/mol): 505.1
E_HOMO (eV): -12.81

Here are the Mulliken charges for atoms 1 to 2, given in e: -0.8664 0.1517

No. 3
Entry from OMol25: the ion C9H9IN with charge +1 in a non-equilibrium geometry (ωB97M-V with the def2-TZVPD basis set).

The geometry in XYZ format:
```
20
Properties=species:S:1:pos:R:3:forces:R:3
C 0.383211 1.617821 -0.148631 -0.566 0.853 -0.938
C -0.453844 0.534860 -0.238860 -0.045 -0.749 -0.961
C -1.818976 -1.382158 -0.358436 0.723 0.676 -0.888
C -0.543840 -1.717119 -0.069395 0.233 -0.859 0.273
C 2.535273 0.672694 -0.422770 1.073 -1.452 1.159
C 1.625749 1.332095 0.513854 -1.909 -0.620 -0.816
C -1.914688 0.118377 -0.690300 2.329 -0.480 1.870
C 1.581164 -0.284737 0.529551 1.332 1.352 0.681
C -2.826541 0.772327 0.324789 -0.339 -0.224 0.754
N 0.338142 -0.581406 0.003907 -3.095 0.552 0.247
I -4.838020 0.038398 0.029943 0.254 0.518 0.073
H -2.717121 -2.025813 -0.376552 0.924 0.286 0.008
H -0.150218 -2.704713 0.167739 -0.050 0.354 -0.087
H 2.321435 0.456107 -1.514473 0.282 0.700 1.517
H 3.592669 0.710024 -0.037810 -1.007 -0.275 -1.098
H 1.885423 1.846165 1.428362 0.520 -0.077 0.003
H -2.113407 0.349762 -1.730883 -0.001 0.030 -0.144
H 1.881425 -0.700817 1.506906 0.224 -0.681 -1.209
H -2.749035 1.877938 0.316257 -0.406 -0.770 0.047
H -2.511087 0.326246 1.300002 -0.476 0.865 -0.491
```
Forces are in eV/Å.

Strongest force on any atom (eV/Å): 3.2
Frontier orbital gap (alpha / beta) (eV): 6.03 / 6.03
Charge: +1
Energy above the lowest of the compared OMol25 structures with the same formula, charge and spin (kJ/mol): 626.4
E_HOMO (alpha / beta) (eV): -12.74 / -12.74

Here are the Mulliken charges for atoms 1 to 2, given in e: -0.7384 0.0538

No. 4
Entry from OMol25: a structure of composition C9H9N2OP in a non-equilibrium geometry (ωB97M-V with the def2-TZVPD basis set).

The geometry in XYZ format:
```
22
Properties=species:S:1:pos:R:3:forces:R:3
C 0.467234 -1.283245 2.289202 2.214 -1.049 -0.953
C -0.694470 -1.303774 3.063959 1.239 -0.114 3.640
C -1.935301 -0.303767 1.499145 -1.491 -0.381 -0.390
C 2.021813 0.307016 -0.696544 -0.532 -0.056 -1.265
C 0.341766 -0.826393 0.972422 -0.151 1.138 1.332
C -0.860040 -0.231186 0.648698 0.597 0.516 -1.256
C -1.011342 0.460309 -0.657601 -0.234 1.653 -3.557
C 1.439579 -0.929946 -0.034969 -2.957 -0.648 -1.539
C 0.190658 1.118660 -2.015299 -2.318 -3.723 2.616
N -1.866026 -0.847678 2.693205 -0.407 -0.037 -0.081
N 1.473039 1.090298 -1.545692 3.147 -0.387 0.896
O -2.096537 0.716878 -1.114238 -0.637 -0.270 0.822
P -0.386718 2.789283 -2.502271 0.123 0.071 0.520
H 1.575728 -1.656760 2.496159 -2.838 0.546 0.455
H -0.726747 -1.543305 4.205502 0.690 -0.115 -2.231
H -2.955640 -0.069202 1.185790 0.516 0.565 -0.164
H 3.097609 0.379894 -0.590361 0.120 0.420 0.234
H 0.882123 -1.559042 -0.825028 1.156 0.834 0.548
H 2.086451 -1.613995 0.420201 1.915 -0.570 0.219
H -0.065215 0.274489 -2.769586 0.752 1.430 1.004
H -1.461339 2.157937 -3.099883 -0.617 0.340 -0.768
H 0.483375 2.873529 -3.622811 -0.287 -0.164 -0.080
```
Forces are in eV/Å.

Strongest force on any atom (eV/Å): 5.1
Frontier orbital gap (eV): 8.17
Charge: 0
Energy above the lowest of the compared OMol25 structures with the same formula, charge and spin (kJ/mol): 222.9
E_HOMO (eV): -8.27

Here are the Mulliken charges for atoms 1 to 2, given in e: -0.5576 -0.2691

No. 5
Entry from OMol25: an isolated molecule of C9H9N3O in a non-equilibrium geometry (ωB97M-V with the def2-TZVPD basis set).

The geometry in XYZ format:
```
22
Properties=species:S:1:pos:R:3:forces:R:3
O -4.454546 0.340455 -0.690144 -0.109 -0.014 -0.004
C -3.733697 0.411238 0.536847 -1.308 1.035 1.440
C -2.277929 0.149879 0.334579 0.945 -0.238 -0.344
C -1.044535 0.789835 0.326544 -1.965 2.344 1.457
N -0.144141 -0.086612 -0.032214 0.562 -1.718 -0.298
C 1.261418 0.025874 0.063499 1.755 1.413 -0.873
C 2.038841 -1.130381 0.176559 -0.791 -0.653 0.327
C 3.437113 -1.093235 0.152150 -0.355 -0.060 0.299
C 4.031267 0.127315 -0.120940 1.767 0.705 -0.081
C 3.316948 1.332502 -0.195238 -1.594 0.034 -0.671
C 1.885609 1.309361 -0.093277 2.015 -2.784 0.144
N -0.756439 -1.281758 -0.325168 0.508 0.679 0.455
N -1.996810 -1.090725 -0.081702 -0.472 -1.711 -0.628
H -4.499983 -0.564937 -1.041930 0.361 0.346 0.496
H -3.912038 1.478276 0.932707 0.272 -1.632 -0.577
H -4.201358 -0.321221 1.317287 1.064 1.181 -1.286
H -0.766865 1.782426 0.666680 -0.112 -0.248 -0.185
H 1.449593 -2.059322 0.265650 0.691 0.420 0.082
H 4.084511 -1.972451 0.396196 -0.926 0.743 -0.611
H 5.144659 0.129816 -0.297471 -1.297 0.196 0.384
H 3.797197 2.291565 -0.508335 -0.313 -1.018 0.602
H 1.332172 2.191548 -0.220375 -0.698 0.981 -0.129
```
Forces are in eV/Å.

Structure (SMILES): OCc1cn(-c2ccccc2)nn1
Strongest force on any atom (eV/Å): 3.4
Frontier orbital gap (eV): 9.66
Charge: 0
Energy above the lowest of the compared OMol25 structures with the same formula, charge and spin (kJ/mol): 158.4
E_HOMO (eV): -9.12

Here are the Mulliken charges for atoms 1 to 2, given in e: -0.5219 -0.5986